A:
Computed, not measured: a cluster of 2 separate species, C6H8S in total, with ωB97M-V with the def2-TZVPD basis set.

Properties
E_LUMO (hartree): -0.00151
Spin multiplicity: 1
Kohn-Sham gap (eV): 8.2

Each line ends with the Mulliken charge.
Positions of all 15 atoms, in Å:
C  -1.18  -1.21  -0.96  -0.071
H  -1.72  1.81  -1.75  0.266
H  2.00  -1.23  0.42  0.251
H  -1.51  0.88  -3.27  0.296
C  1.06  0.42  1.35  0.210
H  0.90  -1.71  1.81  0.263
H  2.54  -1.06  2.19  0.312
C  -0.22  0.54  1.68  -0.252
C  -1.16  -0.09  -1.34  -0.102
H  -0.07  1.37  -2.29  0.241
C  -1.13  1.07  -2.26  -0.949
S  -1.72  0.76  2.13  -0.273
H  1.64  1.25  0.99  0.371
C  1.65  -0.94  1.46  -0.910
H  -1.10  -1.86  -0.16  0.347


B:
Computed, not measured: the molecule C6H8S, with ωB97M-V with the def2-TZVPD basis set.

Properties
E_LUMO (hartree): 0.02850
Spin multiplicity: 1
Kohn-Sham gap (eV): 9.6

Each line ends with the Mulliken charge.
Positions of all 15 atoms, in Å:
H  1.50  1.59  2.88  0.149
C  -1.33  -0.82  0.14  -0.445
H  -2.23  -1.39  0.39  0.335
H  2.02  1.12  -0.89  0.260
S  1.73  0.45  1.98  -0.272
H  0.28  1.93  0.90  0.337
H  -0.72  -2.08  -1.50  0.262
H  -1.50  -0.57  -2.08  0.250
C  0.54  -0.28  -1.46  -0.366
C  0.46  0.83  0.77  0.421
C  1.08  0.53  -0.58  -0.604
C  -0.76  -0.02  1.09  -0.458
H  1.07  -0.33  -2.42  0.310
C  -0.78  -0.99  -1.28  -0.447
H  -1.36  0.04  2.05  0.266


The winner here is B, beating the second structure by 245.3 kJ/mol.


A:
Computed, not measured: a cluster of 2 separate species, FH4N2PS in total, with ωB97M-V with the def2-TZVPD basis set.

Properties
E_LUMO (spin up / spin down) (hartree): -0.09998 / -0.09736
Spin multiplicity: 1
Kohn-Sham gap (spin up / spin down) (eV): 6.5 / 6.6

Each line ends with the Mulliken charge.
Positions of all 9 atoms, in Å:
N  -0.05  0.38  -1.38  -0.551
F  -0.55  2.35  -0.05  -0.372
N  -0.03  0.12  1.27  -0.501
H  0.14  -0.52  -1.83  0.267
P  0.62  1.06  0.05  0.407
H  -0.97  0.40  1.63  0.264
H  0.23  1.01  -2.13  0.237
S  3.89  -0.02  0.01  -0.050
H  0.72  0.14  1.96  0.300


B:
Computed, not measured: the molecule FH4N2PS, with ωB97M-V with the def2-TZVPD basis set.

Properties
E_LUMO (hartree): 0.01287
Spin multiplicity: 1
Kohn-Sham gap (eV): 8.6

Each line ends with the Mulliken charge.
Positions of all 9 atoms, in Å:
N  -0.81  1.22  1.82  -0.471
N  0.87  -1.86  -0.99  -0.450
H  -0.08  1.37  1.05  0.249
H  1.45  -2.60  -0.51  0.236
H  -0.50  1.26  2.82  0.272
F  -2.44  0.58  0.10  -0.215
S  0.29  -0.54  -0.11  -0.154
H  0.43  -2.19  -1.78  0.216
P  -1.69  -0.14  1.33  0.316


The winner here is B, beating the second structure by 163.2 kJ/mol.


A:
Computed, not measured: the molecule C18H18F3N3O4S, with ωB97M-V with the def2-TZVPD basis set.

Properties
E_LUMO (hartree): 0.00679
Spin multiplicity: 1
Kohn-Sham gap (eV): 8.8

Each line ends with the Mulliken charge.
Positions of all 47 atoms, in Å:
H  -3.41  -1.14  1.13  0.307
F  -3.99  3.69  -1.96  -0.304
H  -7.17  0.31  -0.80  0.470
H  -5.95  -1.56  0.63  0.290
H  4.84  0.56  -1.10  0.388
H  3.92  -0.85  -1.55  0.292
C  -3.42  0.64  0.05  0.222
C  -0.85  0.66  -0.75  -0.587
H  1.16  -2.61  2.15  0.302
C  -4.15  -0.51  0.48  -0.340
H  0.48  -3.75  -0.57  0.379
S  2.54  1.00  1.43  1.666
N  3.58  -0.19  0.48  -0.084
C  -5.50  -0.60  0.24  -0.513
C  3.47  -1.56  0.96  0.331
C  -1.92  0.83  0.28  -0.015
C  -6.16  0.31  -0.54  -0.458
C  -5.50  1.31  -1.03  -0.563
N  1.40  0.23  -1.46  0.120
H  3.30  -1.46  2.08  0.429
H  5.13  -2.46  -0.30  0.324
H  2.81  1.86  -1.35  0.263
O  3.09  2.31  1.45  -0.733
C  2.74  0.80  -1.58  -1.353
O  2.47  0.56  2.84  -0.784
N  1.20  -2.85  1.07  -0.094
C  0.86  0.95  0.86  0.977
H  2.94  0.91  -2.64  0.623
C  4.80  -2.33  0.73  -1.708
H  -2.18  1.43  2.20  0.598
H  0.13  1.42  2.79  0.625
O  0.23  -3.61  0.37  -0.431
C  -4.07  1.62  -0.73  -0.184
C  0.50  0.70  -0.47  0.170
H  5.58  -1.71  1.14  0.451
C  3.88  0.05  -0.92  -0.442
H  -1.19  0.46  -1.78  0.285
C  -3.23  2.81  -1.23  1.097
C  -0.13  1.20  1.82  -1.475
H  4.81  -3.33  1.11  0.435
F  -2.72  3.72  -0.19  -0.293
C  2.27  -2.36  0.28  0.441
F  -2.40  2.34  -2.15  -0.205
C  -1.46  1.12  1.52  -0.755
H  -6.07  2.00  -1.72  0.297
O  2.27  -2.63  -0.95  -0.743
H  1.05  -0.29  -2.29  0.284


B:
Computed, not measured: the molecule C18H18F3N3O4S, with ωB97M-V with the def2-TZVPD basis set.

Properties
E_LUMO (hartree): 0.00692
Spin multiplicity: 1
Kohn-Sham gap (eV): 9.0

Each line ends with the Mulliken charge.
Positions of all 47 atoms, in Å:
H  3.98  -0.07  1.90  0.415
H  -5.84  -0.57  0.35  0.467
C  2.00  -2.31  -0.36  -0.749
H  4.09  -1.79  1.51  0.335
C  0.41  2.83  1.17  -0.858
H  -5.01  -2.90  0.18  0.423
H  1.60  -0.14  2.10  0.418
H  2.44  -3.14  0.20  0.322
C  -3.00  -2.37  -0.33  0.407
C  3.12  -1.47  -1.00  -0.684
H  2.39  2.24  1.81  0.570
C  -0.46  2.90  0.09  -0.118
C  -2.62  0.02  -0.46  0.324
H  3.92  -2.13  -1.36  0.296
F  -4.11  2.27  1.15  -0.254
O  -2.53  -3.49  -0.43  -0.693
C  2.05  -1.07  1.73  -0.721
C  3.52  -0.88  1.33  -0.838
N  -2.18  -1.24  -0.57  0.271
F  -3.76  2.50  -0.95  -0.267
F  -5.69  1.86  -0.24  -0.292
C  -4.37  -2.06  0.00  -0.768
C  -3.92  0.29  -0.15  0.100
H  1.50  1.44  -2.26  0.552
N  1.27  -1.49  0.58  0.168
C  1.67  2.27  1.00  -0.336
O  3.98  1.15  -1.86  -0.711
C  1.17  1.82  -1.31  -0.281
C  -0.78  -1.49  -0.79  -1.492
H  -0.43  -0.97  -1.69  0.204
O  -0.48  -0.23  1.23  -0.639
H  2.75  -0.89  -1.86  0.408
O  4.55  1.73  0.49  -0.739
C  0.02  -1.00  0.43  1.035
H  1.97  -1.83  2.52  0.425
H  0.12  3.22  2.13  0.421
C  -0.08  2.40  -1.15  -0.679
H  -1.90  0.80  -0.63  -0.069
C  -4.82  -0.78  0.09  -0.537
S  3.68  1.10  -0.46  1.210
N  3.66  -0.52  -0.06  0.077
H  -1.43  3.35  0.22  0.478
C  -4.37  1.71  -0.05  0.918
C  2.03  1.76  -0.23  -0.080
H  -0.69  -2.58  -0.91  0.675
H  1.35  -2.72  -1.13  0.427
H  -0.76  2.48  -1.99  0.457


The winner here is B, beating the second structure by 582.3 kJ/mol.


A:
Computed, not measured: the ion C3H6NO with charge +1, with ωB97M-V with the def2-TZVPD basis set.

Properties
E_LUMO (hartree): -0.26606
Spin multiplicity: 1
Kohn-Sham gap (eV): 7.6
Charge: +1

Each line ends with the Mulliken charge.
Positions of all 11 atoms, in Å:
O  -0.40  -1.50  -0.97  -0.146
H  -0.05  1.48  2.21  0.392
H  1.09  1.62  1.23  0.350
H  -0.25  -2.36  0.79  0.356
C  -0.15  -1.30  0.35  0.147
H  -0.32  1.88  0.46  0.273
H  0.70  0.30  -1.59  0.336
C  0.14  1.12  1.22  -0.754
C  0.02  -0.60  -1.78  0.044
H  -0.87  -0.50  -2.49  0.321
N  0.09  -0.13  0.57  -0.318


B:
Computed, not measured: a cluster of 2 separate species, C3H6NO in total, with ωB97M-V with the def2-TZVPD basis set.

Properties
E_LUMO (spin up / spin down) (hartree): -0.17277 / -0.17284
Spin multiplicity: 1
Kohn-Sham gap (spin up / spin down) (eV): 8.9 / 8.9
Charge: +1

Each line ends with the Mulliken charge.
Positions of all 11 atoms, in Å:
O  1.34  -2.95  0.19  -0.201
C  1.23  -2.19  -0.69  0.291
N  0.09  0.73  0.86  -0.091
H  0.12  1.66  1.06  0.234
H  -1.74  1.09  -0.45  0.290
H  0.87  0.43  -1.23  0.283
C  0.25  0.02  -0.42  -0.412
C  -1.08  0.32  0.08  -0.221
H  0.13  0.27  1.67  0.258
H  1.62  -1.99  -1.69  0.335
H  -1.69  -0.58  0.59  0.234


The winner here is B, beating the second structure by 64.5 kJ/mol.